Formula: C5H8
Source: OMol25
Level of theory: wB97M-V/def2-TZVPD

Properties
Spin multiplicity = 1
Energy above the lowest of the compared OMol25 structures with the same formula, charge and spin = 1.610 eV
Lowest unoccupied orbital energy = 1.16 eV
Max |F| = 0.57 eV/Å
HOMO-LUMO gap = 10.553 eV

```
13
Properties=species:S:1:pos:R:3:forces:R:3
C -0.763 -0.687 0.890 0.200 -0.336 -0.067
C 2.020 0.324 0.125 -0.115 0.081 -0.168
C 1.070 0.425 -0.770 0.012 0.071 0.386
C -0.132 0.488 -1.274 0.181 0.015 0.010
C -1.268 0.108 -0.326 -0.093 -0.053 0.033
H -0.505 -0.044 1.737 -0.173 -0.065 -0.125
H -1.466 -1.457 1.219 -0.116 0.289 0.009
H 2.185 1.166 0.787 0.295 0.045 -0.108
H 2.542 -0.604 0.344 0.098 0.177 -0.298
H 0.173 -1.201 0.624 -0.554 -0.009 0.154
H -0.345 0.815 -2.290 0.037 -0.073 0.223
H -1.760 1.034 0.001 0.024 -0.140 -0.051
H -2.036 -0.456 -0.868 0.203 -0.004 0.003
```
Forces are in eV/Å.

***

Formula: C3H3CsF5NO8PS
Source: OMol25
Level of theory: wB97M-V/def2-TZVPD

Properties
Spin multiplicity = 1
Lowest unoccupied orbital energy = -5.86 eV
Max |F| = 10.76 eV/Å
Net charge = +1
HOMO-LUMO gap = 9.121 eV

```
23
Properties=species:S:1:pos:R:3:forces:R:3
O 0.477 -2.425 0.733 1.014 6.977 -2.845
C 0.660 -1.262 0.160 -3.134 -7.191 2.166
O 1.052 -1.297 -1.247 -1.923 3.784 3.429
O 1.983 -2.261 -1.325 2.781 -2.089 -0.018
N 0.511 -0.033 1.009 0.576 -0.634 -4.901
P 1.489 1.351 0.449 2.507 7.453 2.474
O 1.928 2.178 1.692 -1.675 -3.785 -3.795
O 0.729 2.372 -0.641 1.721 -3.199 1.046
O 2.991 0.847 -0.322 -2.076 0.802 0.406
S -1.148 0.375 1.353 -3.702 4.167 9.207
O -1.430 -0.158 2.735 1.342 -0.270 -4.823
O -1.396 1.861 1.445 1.716 -4.201 -2.531
C -2.410 -0.414 0.231 -3.287 -2.035 -0.908
F -3.666 -0.054 0.764 3.463 -0.311 -0.729
F -2.401 -1.827 0.275 0.724 3.383 -0.249
C -2.420 0.130 -1.283 -2.478 0.347 -2.528
F -3.763 0.032 -1.710 3.078 0.088 0.959
F -1.689 -0.664 -2.168 -0.866 1.897 2.295
F -2.092 1.477 -1.398 -0.031 -3.172 0.458
H 2.712 -1.947 -0.704 -1.293 -1.230 -3.144
H 1.111 2.317 -1.546 -0.274 0.040 0.422
H 3.655 0.567 0.382 -0.888 3.577 -2.181
Cs 3.117 -1.167 1.117 2.704 -4.398 5.789
```
Forces are in eV/Å.

***

Formula: C5H4F2N2O
Source: OMol25
Level of theory: wB97M-V/def2-TZVPD

Properties
Spin multiplicity = 1
Energy above the lowest of the compared OMol25 structures with the same formula, charge and spin = 5.708 eV
Lowest unoccupied orbital energy = 0.34 eV
Max |F| = 6.13 eV/Å
HOMO-LUMO gap = 9.973 eV

```
14
Properties=species:S:1:pos:R:3:forces:R:3
C 2.874 -1.642 -0.548 -2.058 0.288 0.099
C 1.737 -1.415 -0.208 0.637 -0.230 0.577
C -0.157 0.265 -0.377 -3.076 0.121 2.181
C -1.899 1.179 0.309 4.502 -2.931 2.959
C 0.333 -1.096 0.145 -1.191 1.537 -1.238
N 0.774 1.258 -0.758 1.164 0.927 -0.211
N 0.243 0.642 -1.669 0.132 0.582 -1.537
O -1.479 2.268 1.111 -0.802 -2.056 -1.264
F -0.494 -2.015 -0.458 0.292 -0.340 0.443
F 0.000 -1.037 1.452 0.678 -0.961 0.746
H 3.763 -1.908 -1.047 0.632 -0.032 0.062
H -2.392 0.307 0.833 0.263 1.379 -0.673
H -2.176 1.460 -0.605 -1.705 1.127 -3.334
H -1.126 1.735 1.818 0.530 0.588 1.188
```
Forces are in eV/Å.

***

Question: Among the records above, which one has the highest HOMO-LUMO gap?
Answer: C5H8

***

Question: Among the records above, which one has the highest HOMO-LUMO gap?
Answer: C5H8

***

Question: The highest HOMO-LUMO gap belongs to which entry?
Answer: C5H8